Formula: C16H44FO9PS6
Source: OMol25
Level of theory: wB97M-V/def2-TZVPD

The geometry in XYZ format:
```
77
Properties=species:S:1:pos:R:3:forces:R:3:lowdin_charge:R:1
O 0.378 -4.019 -0.349 0.0 -0.1 0.0 -0.244
P 0.466 -2.684 -0.935 -0.2 -0.5 0.4 0.331
O 0.968 -2.708 -2.450 0.1 0.0 -0.2 -0.098
O -0.943 -1.957 -1.000 0.4 0.2 0.1 -0.162
C -1.134 -0.601 -0.565 -0.3 0.2 0.0 -0.210
C -2.609 -0.330 -0.322 0.2 0.2 0.1 -0.128
C -2.847 1.163 -0.386 0.1 0.1 0.3 -0.194
F -2.870 1.594 -1.716 0.0 0.0 -0.1 -0.066
O 1.484 -1.739 -0.183 -0.3 0.4 -0.3 -0.188
C 2.190 -0.658 -0.840 0.3 0.0 -0.1 -0.243
C 2.017 0.679 -0.158 0.0 0.1 0.2 -0.228
C 2.483 0.797 1.317 -0.3 0.0 -0.4 -0.533
S 3.630 -0.472 1.915 0.4 0.0 0.1 0.739
H 0.998 -3.627 -2.744 0.0 0.1 0.0 0.091
H -0.584 -0.431 0.360 0.1 0.0 -0.1 0.121
H -0.765 0.086 -1.331 0.0 -0.1 -0.1 0.128
H -3.232 -0.841 -1.053 -0.1 0.0 0.1 0.091
H -2.887 -0.649 0.684 -0.1 -0.2 -0.1 0.128
H -2.041 1.702 0.118 0.0 0.1 0.0 0.083
H -3.784 1.453 0.090 -0.1 -0.1 -0.2 0.123
H 3.243 -0.940 -0.826 0.0 0.0 0.0 0.095
H 1.894 -0.581 -1.887 -0.1 -0.1 0.0 0.116
H 2.577 1.391 -0.771 0.1 -0.1 0.0 0.117
H 0.980 1.012 -0.200 0.0 0.0 -0.1 0.085
H 1.603 0.855 1.954 0.1 -0.1 0.2 0.065
H 3.010 1.743 1.426 0.0 0.0 0.1 0.057
H 2.782 -1.244 2.601 -0.1 0.0 -0.1 -0.119
C -0.805 5.386 1.085 0.0 0.1 0.0 -0.260
S -0.053 4.045 2.005 0.1 0.0 0.0 0.811
O -0.870 2.824 1.738 0.0 -0.1 0.0 -0.572
C -0.522 4.637 3.628 0.0 0.0 0.1 -0.262
H -0.670 5.177 0.025 0.0 0.0 0.0 0.052
H -1.868 5.436 1.321 0.0 0.0 0.0 0.061
H -0.296 6.311 1.357 0.0 0.0 0.0 0.029
H -1.608 4.724 3.676 0.0 0.0 0.0 0.060
H -0.037 5.597 3.799 0.0 0.0 0.0 0.019
H -0.177 3.905 4.355 0.0 0.0 0.0 0.053
C -3.612 -2.231 -3.685 0.1 0.0 0.0 -0.261
S -4.830 -0.917 -3.771 0.1 0.0 0.0 0.796
O -5.594 -0.946 -2.493 0.0 0.0 0.0 -0.554
C -5.860 -1.712 -5.013 -0.1 0.0 0.0 -0.274
H -2.886 -1.962 -2.919 0.0 0.0 0.0 0.027
H -4.086 -3.177 -3.425 0.0 0.0 0.0 0.027
H -3.105 -2.311 -4.647 0.0 0.0 0.0 0.060
H -6.190 -2.681 -4.639 0.0 0.0 0.0 0.059
H -5.287 -1.828 -5.933 0.0 0.0 0.0 0.050
H -6.718 -1.067 -5.192 0.0 0.0 0.0 0.046
C 7.492 -4.583 1.432 0.0 -0.1 0.0 -0.275
S 6.372 -3.178 1.353 -0.1 0.1 0.0 0.778
O 5.551 -3.218 2.589 0.0 0.0 0.1 -0.566
C 5.343 -3.827 0.030 0.0 0.0 -0.1 -0.262
H 8.194 -4.395 2.242 0.0 0.0 0.0 0.048
H 6.921 -5.488 1.639 0.0 0.0 0.0 0.057
H 8.033 -4.671 0.490 0.0 0.0 0.0 0.050
H 4.923 -4.784 0.337 0.0 0.0 0.0 0.062
H 5.939 -3.933 -0.877 0.0 0.0 0.0 0.053
H 4.540 -3.110 -0.133 0.0 0.0 0.0 0.029
C 1.370 9.737 2.264 0.0 0.0 0.0 -0.267
S 2.173 8.438 3.208 0.0 0.0 0.0 0.832
O 1.356 7.207 3.014 -0.1 0.0 0.0 -0.571
C 1.749 9.080 4.830 0.0 0.0 0.0 -0.266
H 1.480 9.492 1.209 0.0 0.0 0.0 0.051
H 0.313 9.776 2.529 0.0 0.0 0.0 0.060
H 1.857 10.689 2.471 0.0 0.0 0.0 0.055
H 0.666 9.165 4.913 0.0 0.0 0.0 0.060
H 2.227 10.049 4.971 0.0 0.0 0.0 0.055
H 2.125 8.375 5.568 0.0 0.0 0.0 0.052
C -3.394 -6.407 -0.582 0.0 0.0 0.1 -0.261
S -2.725 -5.991 -2.193 0.1 0.1 0.0 0.812
O -3.835 -5.380 -2.977 -0.1 -0.1 0.0 -0.560
C -2.554 -7.680 -2.782 0.0 -0.1 0.0 -0.272
H -3.620 -5.472 -0.075 0.0 0.0 0.0 0.054
H -4.304 -6.993 -0.710 0.0 0.0 0.0 0.058
H -2.646 -6.960 -0.015 0.0 0.0 0.0 0.056
H -3.527 -8.172 -2.762 0.0 0.0 0.0 0.057
H -1.839 -8.209 -2.153 0.0 0.0 0.0 0.053
H -2.183 -7.634 -3.804 0.0 0.0 0.0 0.047
```
Positions in Å, forces in eV/Å.

Summary:
* 2S+1: 1
* HOMO-LUMO gap: 8.6006 eV
* LUMO: 0.360 eV
* energy relative to the best compared isomer or geometry (same formula, charge and spin): 0.00 kcal/mol
* total charge: 0

=====

Formula: C16H45CoI2OP2Si4
Source: OMol25
Level of theory: wB97M-V/def2-TZVPD

The geometry in XYZ format:
```
71
Properties=species:S:1:pos:R:3:forces:R:3:lowdin_charge:R:1
I 8.094 1.627 -2.854 1.0 0.5 2.5 0.043
I 7.114 1.112 -5.298 -1.0 -0.5 -2.5 0.046
Co 1.895 0.375 -1.302 -0.9 0.1 0.6 0.145
P 2.282 -1.889 -0.986 0.0 -1.3 0.4 0.801
C 3.913 -2.553 -1.491 -0.1 0.6 -0.1 -0.226
C 2.125 -2.425 0.758 0.2 0.5 -0.2 -0.267
H 2.232 -3.511 0.849 0.0 0.2 -0.1 0.080
H 1.259 -4.024 -1.618 0.1 0.2 0.0 0.073
H 1.142 -2.113 1.121 0.4 -0.2 0.0 -0.059
H 0.083 -2.670 -1.571 0.1 -0.2 -0.2 -0.018
H 4.702 -2.033 -0.941 0.0 -0.1 0.0 0.059
H 2.893 -1.929 1.358 0.0 -0.1 -0.1 0.061
C 1.092 -2.970 -1.864 0.1 0.5 -0.2 -0.234
H 3.979 -3.628 -1.293 -0.2 0.2 0.0 0.073
H 1.200 -2.823 -2.942 0.0 -0.1 0.1 0.066
H 4.064 -2.370 -2.558 0.0 -0.1 0.1 0.059
P 1.245 2.591 -1.500 -0.6 1.2 0.0 0.803
C 2.448 3.771 -2.219 0.1 -0.5 0.1 -0.229
C -0.253 2.830 -2.527 0.3 -0.5 0.0 -0.237
H 0.020 2.747 0.565 0.1 0.3 -0.1 -0.029
H 0.408 4.384 -0.056 0.1 -0.2 -0.1 0.082
H 1.664 3.394 0.747 -0.1 0.1 -0.1 0.050
C 0.787 3.367 0.094 0.3 -0.4 -0.2 -0.259
H -1.044 2.192 -2.126 0.2 0.3 -0.3 -0.039
H -0.574 3.878 -2.520 0.2 -0.2 0.0 0.079
H 2.029 4.782 -2.262 0.0 -0.2 0.1 0.071
H 2.716 3.445 -3.228 0.0 0.1 0.1 0.059
H -0.040 2.519 -3.553 -0.1 0.1 0.0 0.067
H 3.356 3.779 -1.610 -0.1 0.1 -0.1 0.059
C 3.544 0.674 -2.013 5.3 0.8 -2.3 -0.110
O 4.604 0.867 -2.470 -4.9 -0.9 2.1 0.078
C -2.552 2.887 0.009 0.5 0.4 0.0 -0.203
Si -2.507 1.034 -0.355 -1.7 1.2 -1.4 0.350
C -4.023 0.536 0.622 -0.1 -0.8 0.7 -0.197
C -3.138 0.710 -2.123 0.4 0.0 -0.4 -0.197
Si -0.449 -0.082 0.161 -1.0 -0.6 0.5 0.573
Si -0.034 0.414 2.440 1.2 0.3 2.3 0.328
C -1.613 0.827 3.357 -1.1 0.1 -0.6 -0.172
C 0.743 -0.973 3.430 0.1 -0.5 -0.2 -0.204
C 1.074 1.851 2.888 0.2 0.5 -0.2 -0.226
Si -1.569 -2.220 0.506 -0.8 -1.8 0.3 0.356
C -2.691 -2.287 2.019 -0.3 0.7 0.6 -0.197
C -2.649 -2.721 -0.945 -0.1 0.2 -0.4 -0.210
C -0.669 -3.828 0.940 0.7 -0.2 0.1 -0.215
H -1.860 3.499 -0.582 -0.3 -0.1 0.3 0.001
H -3.572 3.262 -0.210 0.5 -0.4 0.2 0.067
H -2.344 3.064 1.081 -0.1 0.1 -0.4 0.038
H -4.871 1.176 0.303 0.7 -0.1 0.0 0.072
H -4.315 -0.501 0.391 0.0 0.4 0.4 0.030
H -3.874 0.694 1.705 -0.3 -0.3 -0.4 0.032
H -2.470 0.994 -2.952 -0.3 0.0 0.3 0.024
H -3.351 -0.356 -2.282 0.0 0.3 0.1 0.018
H -4.090 1.264 -2.255 0.5 -0.2 0.2 0.064
H -2.335 -0.002 3.339 0.1 0.4 0.1 0.020
H -1.367 1.038 4.418 0.2 -0.1 -0.6 0.077
H -2.076 1.731 2.922 0.0 -0.4 0.4 0.031
H 1.788 -1.134 3.120 -0.4 -0.1 0.3 0.026
H 0.763 -0.675 4.499 -0.1 -0.1 -0.6 0.068
H 0.157 -1.905 3.342 0.5 0.2 0.1 0.024
H 2.059 1.741 2.391 -0.4 0.4 0.3 0.040
H 0.593 2.819 2.664 0.5 -0.4 0.0 0.032
H 1.230 1.840 3.987 0.0 -0.2 -0.6 0.064
H -3.478 -1.530 2.054 0.2 -0.1 0.1 0.009
H -3.200 -3.273 2.039 0.4 0.4 -0.2 0.071
H -2.084 -2.210 2.938 -0.3 -0.1 -0.3 0.033
H -2.092 -2.739 -1.901 -0.5 0.0 0.3 0.037
H -3.056 -3.735 -0.751 0.4 0.5 0.0 0.063
H -3.516 -2.051 -1.027 0.3 -0.2 -0.2 0.013
H 0.020 -4.179 0.165 0.0 0.0 0.3 0.006
H -0.138 -3.745 1.908 -0.2 -0.2 -0.5 0.041
H -1.426 -4.630 1.059 0.2 0.6 -0.1 0.065
```
Positions in Å, forces in eV/Å.

Summary:
* 2S+1: 5
* <S²>: 6.085
* HOMO-LUMO gap (alpha / beta): 3.2744 / 3.2875 eV
* LUMO (alpha / beta): -7.942 / -9.693 eV
* total charge: +2

=====

Formula: C16H45IN5O9S2
Source: OMol25
Level of theory: wB97M-V/def2-TZVPD

The geometry in XYZ format:
```
78
Properties=species:S:1:pos:R:3:forces:R:3:lowdin_charge:R:1
O 3.814 0.181 8.354 0.0 0.3 0.1 -0.317
S 3.193 0.533 7.111 0.5 -0.6 0.9 0.421
O 3.477 -0.337 6.003 -0.2 0.1 -0.4 -0.323
O 3.801 1.964 6.703 -0.3 0.4 0.0 -0.182
N 1.667 0.855 7.386 -0.6 -0.3 -0.5 -0.394
S 0.649 0.327 6.276 0.8 0.2 -0.2 0.133
O 0.788 1.000 5.015 -0.3 0.2 -0.2 -0.386
O 0.480 -1.093 6.239 -0.1 -0.3 0.2 -0.390
I -1.481 1.101 7.221 0.2 -0.3 1.0 0.656
H 4.476 1.794 6.042 0.1 -0.1 -0.2 0.070
C -2.041 3.388 1.130 -0.1 0.2 -0.2 -0.071
C -2.205 1.872 1.123 0.1 0.1 0.1 -0.430
C -3.076 1.337 2.268 -0.1 -0.1 -0.1 -0.217
O -2.436 1.306 3.518 -0.2 0.0 0.0 -0.193
C -2.405 2.525 4.236 0.1 -0.1 0.2 -0.164
N -0.878 1.254 1.113 -0.1 -0.1 0.1 0.060
H -1.332 3.721 1.887 0.0 -0.1 0.0 0.067
H -1.660 3.729 0.166 0.1 -0.1 0.0 0.065
H -2.996 3.889 1.310 0.0 0.0 0.0 0.075
H -2.708 1.602 0.188 0.0 -0.1 0.0 0.125
H -3.321 0.293 2.043 0.0 0.0 0.0 0.110
H -4.031 1.881 2.332 0.1 0.1 0.0 0.118
H -3.322 3.109 4.083 0.0 0.0 -0.1 0.088
H -1.531 3.124 3.963 -0.1 0.1 0.0 0.081
H -2.300 2.258 5.297 -0.3 0.4 -0.9 -0.113
H -0.987 0.250 0.998 0.0 0.0 -0.1 0.059
H -0.481 1.354 2.045 0.0 0.1 0.0 0.075
C -1.505 -3.487 -2.900 0.1 -0.2 0.0 -0.067
C -0.783 -2.145 -2.932 -0.3 0.0 0.0 -0.426
C -0.788 -1.407 -1.587 0.3 0.1 0.0 -0.208
O -2.015 -0.789 -1.251 -0.1 -0.1 0.0 -0.204
C -2.992 -1.646 -0.693 -0.1 0.2 0.0 -0.103
N -1.349 -1.326 -4.010 0.1 0.1 0.0 0.037
H -2.589 -3.374 -2.918 0.0 0.1 0.0 0.065
H -1.232 -4.081 -3.773 0.0 0.0 0.0 0.072
H -1.230 -4.058 -2.011 0.0 0.0 0.0 0.064
H 0.264 -2.345 -3.177 0.0 0.1 0.0 0.135
H -0.063 -0.591 -1.644 -0.1 0.1 0.0 0.124
H -0.457 -2.066 -0.772 -0.1 -0.1 0.0 0.124
H -2.539 -2.425 -0.072 0.0 0.0 0.0 0.096
H -3.612 -2.104 -1.468 0.0 -0.1 0.0 0.075
H -3.643 -1.036 -0.066 0.0 0.0 0.0 0.077
H -0.799 -0.477 -4.105 0.0 0.0 -0.1 0.070
H -2.258 -0.997 -3.697 0.0 -0.1 0.0 0.067
C 1.569 -8.659 -3.674 0.1 -0.1 0.0 -0.074
C 2.278 -7.307 -3.690 -0.3 0.0 0.0 -0.433
C 2.249 -6.575 -2.341 0.3 0.1 0.0 -0.210
O 1.013 -5.972 -2.020 0.0 -0.1 0.0 -0.197
C 0.039 -6.842 -1.477 -0.1 0.2 0.0 -0.108
N 1.716 -6.493 -4.772 0.1 0.1 0.1 0.040
H 0.486 -8.552 -3.704 0.0 0.1 0.0 0.063
H 1.858 -9.243 -4.548 0.0 0.0 0.0 0.073
H 1.835 -9.234 -2.784 0.0 0.0 0.0 0.077
H 3.330 -7.494 -3.924 0.0 0.1 0.0 0.133
H 2.967 -5.752 -2.390 0.0 0.0 0.0 0.122
H 2.578 -7.232 -1.525 -0.1 -0.1 0.0 0.121
H 0.493 -7.614 -0.849 0.0 0.0 0.0 0.091
H -0.562 -7.309 -2.262 0.0 -0.1 0.0 0.077
H -0.631 -6.243 -0.861 0.0 0.0 0.0 0.082
H 2.256 -5.638 -4.862 0.0 0.0 -0.1 0.071
H 0.798 -6.175 -4.473 0.0 -0.1 0.0 0.063
C 2.030 8.042 -1.326 0.0 0.2 0.0 -0.075
C 0.576 7.618 -1.144 0.2 -0.2 -0.1 -0.434
C 0.383 6.482 -0.129 -0.2 0.1 0.1 -0.216
O 0.741 5.200 -0.597 0.1 0.1 0.0 -0.196
C 2.122 4.896 -0.538 -0.1 -0.2 -0.1 -0.101
N 0.011 7.285 -2.455 -0.1 0.0 0.1 0.035
H 2.587 7.336 -1.941 0.0 -0.1 0.0 0.063
H 2.078 9.009 -1.826 0.0 0.0 0.0 0.072
H 2.538 8.135 -0.364 0.0 0.0 0.0 0.077
H 0.031 8.483 -0.755 -0.1 0.0 0.0 0.133
H -0.685 6.415 0.102 0.0 -0.1 0.0 0.118
H 0.896 6.701 0.816 0.1 0.0 -0.1 0.122
H 2.599 5.355 0.332 0.0 0.0 0.0 0.092
H 2.638 5.206 -1.451 0.1 0.1 0.1 0.073
H 2.213 3.814 -0.455 -0.1 0.0 0.1 0.091
H -0.984 7.110 -2.354 0.0 0.1 0.0 0.069
H 0.394 6.385 -2.732 0.1 0.0 0.0 0.068
```
Positions in Å, forces in eV/Å.

Summary:
* 2S+1: 1
* HOMO-LUMO gap: 8.3345 eV
* LUMO: 2.119 eV
* energy relative to the best compared isomer or geometry (same formula, charge and spin): 0.00 kcal/mol
* total charge: -1